(1)
95
Properties=species:S:1:pos:R:3:lowdin_spin:R:1 method="wB97M-V/def2-TZVPD" max_force_ev_per_a=4.22 orbital_gap_ev="8.23 / 8.22" energy_ev=-100762.3186 multiplicity=3 e_lumo_ev="-1.2 / -1.2"
Ni 1.34272 1.73243 0.15706 1.81
B -0.06570 -0.07462 0.13308 0.02
H -0.10973 -1.11198 0.42668 0.01
H 0.66619 0.07425 -0.64564 0.00
H -1.02086 0.22974 -0.26602 0.00
H 0.25273 0.48633 0.99805 0.01
B -0.01579 3.47678 0.82396 0.02
H -0.76449 4.09463 1.29508 0.01
H -0.39799 2.54358 0.44015 0.01
H 0.43932 4.01261 0.00543 0.00
H 0.74431 3.29677 1.56833 0.00
O 2.48068 -0.29252 4.19142 0.00
H 3.05886 -0.85063 3.67137 0.00
H 2.83082 -0.34677 5.08063 0.00
O 2.87293 3.29091 -0.16040 0.02
H 2.58629 4.16102 -0.43787 0.00
H 3.81095 3.27533 -0.35039 0.00
O -0.36000 -3.27405 -3.61553 0.00
H -0.41339 -4.22562 -3.70440 0.00
H 0.30048 -3.13305 -2.93721 0.00
O 2.58448 -4.75385 1.14338 0.00
H 3.06246 -4.81349 0.31622 0.00
H 1.69294 -5.02573 0.92552 0.00
O -5.89985 0.34105 0.83181 0.00
H -5.10263 0.60218 0.37083 0.00
H -6.08956 1.07415 1.41731 0.00
O -1.24840 3.04924 4.02512 0.00
H -1.90767 2.40215 3.77439 0.00
H -0.87010 3.34029 3.19541 0.00
O -1.54696 -2.05530 1.87840 0.00
H -0.89485 -1.60047 1.34538 0.00
H -1.47231 -2.97321 1.61745 0.00
O 0.66056 2.17183 -1.81488 0.03
H 0.90800 2.09309 -2.73618 0.00
H -0.07417 2.78536 -1.81531 0.00
O -1.03254 -0.64644 -3.26205 0.00
H -1.00204 -0.61303 -2.30592 0.00
H -0.86217 -1.56380 -3.47569 0.00
O 1.12381 -5.41193 -1.14882 0.00
H 0.23417 -5.49841 -1.49131 0.00
H 1.50592 -6.28364 -1.25055 0.00
O -3.71616 -0.64076 -0.66963 0.00
H -2.97312 -0.85405 -0.10516 0.00
H -4.26298 -1.42623 -0.65357 0.00
O 0.25678 1.00182 -4.89761 0.00
H -0.15839 0.42122 -4.25983 0.00
H -0.29045 0.92974 -5.67964 0.00
O 2.94543 0.55670 -0.68451 0.03
H 3.51004 0.06699 -0.08650 0.00
H 3.26511 0.32845 -1.55740 0.00
O 4.72300 -0.87456 0.58096 0.00
H 5.59115 -0.90340 0.17882 0.00
H 4.85055 -1.24538 1.45415 0.00
O -2.65307 3.57410 -0.13141 0.00
H -1.82755 3.65499 0.34630 0.00
H -3.21162 4.25856 0.23706 0.00
O 1.50035 3.38320 -4.82312 0.00
H 1.26430 2.45561 -4.81385 0.00
H 1.00782 3.74884 -5.55792 0.00
O -3.41098 0.30983 -4.28033 0.00
H -3.06363 0.36252 -5.17073 0.00
H -2.68844 -0.04353 -3.76139 0.00
O -3.24027 -0.04299 4.39461 0.00
H -3.29060 0.40638 3.55095 0.00
H -2.34863 0.12165 4.70140 0.00
O -4.38184 1.98851 -1.88523 0.00
H -4.11449 1.06955 -1.90166 0.00
H -3.82899 2.38731 -1.21325 0.00
O 4.11203 -3.79255 -1.24286 0.00
H 4.03331 -2.85387 -1.07280 0.00
H 3.52727 -3.95210 -1.98369 0.00
O -1.28794 -4.81198 2.13477 0.00
H -1.97959 -4.96472 1.49094 0.00
H -0.59731 -5.43038 1.89633 0.00
O 2.10307 5.31808 2.01421 0.00
H 1.44308 5.98959 2.18660 0.00
H 1.60175 4.56110 1.71108 0.00
O -3.84377 -2.69736 3.52684 0.00
H -2.97626 -2.66336 3.12374 0.00
H -4.00848 -1.80049 3.81791 0.00
O -0.40418 -0.42081 4.43080 0.00
H 0.52490 -0.19566 4.38234 0.00
H -0.43280 -1.36107 4.25386 0.00
O 1.03635 -2.66093 -1.43305 0.00
H 0.88544 -3.40029 -0.84416 0.00
H 0.59993 -1.92262 -1.00801 0.00
O 4.29608 0.20606 -3.21657 0.00
H 5.25277 0.17774 -3.20315 0.00
H 4.05307 -0.26839 -4.01159 0.00
O -2.55819 1.35563 1.90246 0.00
H -2.45893 2.00713 1.20825 0.00
H -2.15543 0.56324 1.54731 0.00
O 2.34952 1.36428 1.98123 0.03
H 2.24131 0.85156 2.78225 0.00
H 3.18204 1.82160 2.09963 0.00

---

(2)
9
Properties=species:S:1:pos:R:3:lowdin_spin:R:1 method="wB97M-V/def2-TZVPD" max_force_ev_per_a=5.02 orbital_gap_ev="3.65 / 2.28" energy_ev=-11659.8940 de_lowest_kj_mol=247.8 charge=+1 multiplicity=2 e_lumo_ev="-6.4 / -7.8"
H 2.33949 -2.52994 -1.43367 0.00
O -1.80691 1.12384 0.78549 0.17
C -0.76777 1.45426 0.12975 0.28
C 0.21059 0.46664 -0.15987 0.32
O 0.03698 -0.72916 0.30908 0.17
Li 1.24680 -2.19706 -0.11745 0.00
Pb -1.78140 -0.80259 1.34255 0.04
H -0.63290 2.48822 -0.20732 0.01
H 1.15511 0.72579 -0.64857 0.01

---

(3)
29
Properties=species:S:1:pos:R:3:lowdin_charge:R:1 method="wB97M-V/def2-TZVPD" max_force_ev_per_a=8.65 orbital_gap_ev=8.93 energy_ev=-19265.7802 de_lowest_kj_mol=1073.6 e_lumo_ev=0.5
C 0.63292 -2.76628 0.74561 -0.13
C 1.80750 -1.90238 0.05266 -0.26
C 1.26434 0.55300 0.28146 -0.22
C 2.05615 0.44664 1.48481 -0.02
C 2.29403 1.59712 2.12858 -0.10
C 1.58006 2.74985 1.71210 -0.17
C 0.82954 2.77969 0.63920 -0.07
C 0.59089 1.64748 -0.08188 -0.29
C -1.31891 0.75197 -1.17540 -0.14
C -1.88132 0.28319 -2.42761 -0.09
C -2.72565 -0.70361 -2.62937 -0.13
C -3.54048 -1.08191 -1.48829 -0.10
C -2.09841 0.12907 -0.00754 -0.07
H 0.78543 -2.70946 2.16788 0.16
H 0.45315 -4.11787 0.32638 0.16
H -0.47212 -2.38429 0.58742 0.04
H 2.82186 -1.80368 0.59432 0.10
H 2.32154 -2.27878 -1.10724 0.19
H 2.73820 -0.31781 1.73910 0.09
H 2.68069 1.53787 3.26309 0.15
H 1.97628 3.84952 2.03673 0.15
H 0.79084 4.09537 0.11811 0.23
H -1.83523 1.23977 -3.36077 0.21
H -3.40791 -1.05227 -3.44504 0.12
H -4.52721 -1.57468 -1.46465 0.10
H -1.66094 0.47484 1.04606 0.14
N -3.30811 -0.56720 -0.14518 0.02
O 1.37997 -0.58481 -0.41232 -0.10
O -0.22712 1.70963 -1.17819 0.02

---

(4)
22
Properties=species:S:1:pos:R:3:lowdin_charge:R:1 method="wB97M-V/def2-TZVPD" max_force_ev_per_a=2.70 orbital_gap_ev=4.53 energy_ev=-8395.4390 de_lowest_kj_mol=698.3 charge=+1 e_lumo_ev=-7.4
C 1.48949 -2.92920 -1.13153 -0.23
C 0.59105 -0.58486 1.45800 0.08
C 0.90308 0.10886 0.40728 0.22
C -1.31119 1.95180 -0.66167 -0.11
N -2.20760 2.38502 0.32254 -0.12
C -1.70849 2.72945 1.60802 -0.11
N 2.36556 -3.80523 -1.86772 -0.05
H 1.36662 -1.94053 -1.62163 0.06
H 0.51648 -3.42229 -1.05800 0.08
H -0.13804 -1.39126 1.56467 0.12
H 1.33699 -0.44705 2.25098 0.13
H -0.68005 1.12861 -0.24625 0.03
H 0.98631 1.19579 0.46710 0.09
H -1.80611 1.62165 -1.56458 0.11
H -0.62825 2.75333 -0.97065 0.12
H -3.18179 2.46365 0.10126 0.14
H -1.53770 1.85493 2.26029 0.08
H -2.39524 3.38573 2.14624 0.10
H -0.72748 3.22043 1.56967 0.09
H 3.13170 -3.32222 -2.34089 0.08
H 1.79877 -2.66136 -0.12451 0.04
H 1.83588 -4.29526 -2.56862 0.06